{
  "formula": "C5H14N2O",
  "method": "wB97M-V/def2-TZVPD",
  "symbols": ["C", "C", "H", "H", "C", "C", "H", "N", "H", "O", "H", "H", "H", "H", "C", "H", "H", "H", "H", "H", "H", "N"],
  "coordinates": [[-0.4852, -0.8122, 0.9062], [0.2044, 2.6698, -0.3717], [-0.8299, 1.7113, 1.2616], [1.6364, -0.4899, -1.1229], [-0.5501, 1.4715, 0.2296], [0.5936, -0.1732, -1.1308], [-0.0457, -0.9551, -1.5359], [0.2307, 0.2494, 0.2275], [-1.3565, -1.1695, 0.3403], [-0.1736, 2.9141, -1.7172], [1.3870, -1.8810, 0.8180], [-0.3080, 3.8584, -1.8266], [-0.8960, -0.4656, 1.8482], [0.4172, -3.5689, -0.3713], [0.3657, -2.0686, 1.1535], [0.4394, -2.2912, 2.2119], [0.0372, 3.5231, 0.2687], [0.5465, 0.6712, -1.8091], [1.2685, 2.4319, -0.3113], [-0.8856, -3.7558, 0.7718], [-1.5217, 1.3926, -0.2941], [-0.0742, -3.2624, 0.4534]],
  "forces_ev_per_a": [[-0.1342, -0.6026, 0.1780], [0.1104, -0.8541, 0.4739], [0.2659, -0.1210, 0.0171], [-0.0324, -0.3555, -0.1757], [-0.3796, 0.5617, -0.0542], [0.5898, 0.4899, 0.1935], [-0.1586, -0.1973, 0.0569], [-0.5303, -0.1034, -0.1163], [-0.1238, 0.1807, -0.2821], [-0.1062, 0.1869, -0.0364], [0.0013, 0.1504, 0.1129], [0.0237, -0.0442, -0.0946], [0.1502, 0.4025, 0.2626], [-0.3881, 0.0164, 0.3152], [0.2793, -0.4994, -0.6280], [-0.0593, 0.0984, 0.3192], [-0.1663, 0.4830, 0.0026], [-0.0423, 0.1264, -0.1098], [0.1205, 0.0824, -0.0969], [0.0908, -0.0718, -0.2134], [0.1647, -0.1612, -0.1602], [0.3244, 0.2316, 0.0360]],
  "total_energy_ha": -383.608752,
  "total_charge": 0,
  "e_above_lowest_kj_mol": 241.4,
  "lumo_energy_ev": 0.932,
  "homo_lumo_gap_ev": 9.39
}

{
  "formula": "C2H3NS2",
  "method": "wB97M-V/def2-TZVPD",
  "symbols": ["C", "C", "S", "H", "N", "H", "H", "S"],
  "coordinates": [[-0.5671, 0.3080, 0.5887], [0.8208, 0.1971, -0.0305], [0.2138, -1.4710, -1.9075], [-0.4967, -0.0558, 1.6172], [1.0960, -0.5317, -1.0131], [-0.8266, 1.3705, 0.5956], [1.5998, 0.7906, 0.4229], [-1.8400, -0.6077, -0.2733]],
  "forces_ev_per_a": [[-0.5540, -0.2125, -0.1586], [0.2017, -0.0995, -0.1835], [-2.2417, 0.3652, 1.1218], [0.1033, 0.1121, -0.0039], [0.7124, 0.5201, 0.3642], [0.0752, -0.0499, 0.0632], [0.1901, 0.0798, 0.1046], [1.5131, -0.7154, -1.3078]],
  "total_energy_ha": -929.066630,
  "total_charge": 0,
  "e_above_lowest_kj_mol": 133.1,
  "lumo_energy_ev": -1.601,
  "homo_lumo_gap_ev": 6.94
}

{
  "formula": "C3H4KLiO3",
  "method": "wB97M-V/def2-TZVPD",
  "symbols": ["Li", "K", "H", "C", "O", "H", "H", "O", "H", "O", "C", "C"],
  "coordinates": [[0.2096, 0.1366, 2.2116], [0.7070, 2.0656, -1.6401], [-0.5526, -0.3868, -1.4053], [-0.7573, -0.5224, -0.3215], [2.4468, -1.7676, 0.3065], [-1.1152, 1.7126, -0.0703], [-1.8090, 1.3858, 0.9988], [0.2781, -1.3199, 0.3438], [-1.6723, -1.0892, -0.1122], [1.6228, 0.1041, -0.6080], [-0.8999, 0.7554, 0.4352], [1.5420, -1.0742, -0.1385]],
  "forces_ev_per_a": [[-0.0623, -0.0919, -1.2761], [0.2410, -0.1524, 0.1479], [-0.1303, -0.4806, 0.7546], [-1.5608, 0.0449, 1.2627], [-0.2699, -0.8036, -0.7586], [1.6743, -0.0219, -1.5686], [0.2977, -3.7073, -0.0830], [-1.5893, -0.9157, -0.7822], [0.2219, -0.4665, -0.7258], [0.7718, -0.4248, -1.7524], [-1.2079, 4.5549, 2.2852], [1.6137, 2.4650, 2.4961]],
  "total_energy_ha": -949.828110,
  "total_charge": 0,
  "e_above_lowest_kj_mol": 55.7,
  "lumo_energy_ev": -0.612,
  "homo_lumo_gap_ev": 6.23
}